Entry 1:
68
Properties=species:S:1:pos:R:3:forces:R:3 method="wB97M-V/def2-TZVPD" lumo_energy_ev=-3.48 homo_lumo_gap_ev=6.2 homo_energy_ev=-9.65 charge=+1
Pt -2.175095 1.608056 -1.518498 0.7 -1.0 0.3
C -1.406910 -3.724439 3.395568 0.0 0.0 0.0
C -1.371115 -2.315225 3.961267 0.0 0.0 0.0
N -1.152414 -1.304331 2.921620 0.0 0.1 0.0
C -2.227949 -0.761741 2.317517 0.0 0.0 0.0
C -2.205515 0.188219 1.340186 0.0 0.0 0.0
C -3.591507 0.615088 0.857551 0.0 0.2 0.2
O -4.538977 0.315906 1.559876 0.0 -0.1 0.0
O -3.675472 1.287730 -0.231829 0.1 0.0 -0.2
C -0.945632 0.725657 0.944163 0.1 0.0 0.0
O -0.740298 1.650069 0.120649 -0.4 0.5 -0.1
C 0.228741 0.097466 1.561024 0.0 0.0 0.0
C 1.503326 0.486660 1.145779 0.0 -0.1 0.1
C 2.615239 -0.112869 1.663806 0.0 0.1 0.0
F 3.829287 0.320900 1.251092 0.0 0.0 0.0
C 2.530061 -1.148211 2.605935 0.0 -0.2 0.0
C 1.264723 -1.538656 3.014268 0.0 0.0 -0.1
C 0.110214 -0.916130 2.521931 0.0 0.0 -0.1
N 3.655743 -1.857659 3.108710 0.0 0.1 0.1
C 4.984351 -1.651143 2.539121 0.0 0.0 -0.1
C 5.943252 -2.661674 3.181708 0.0 0.0 0.0
N 5.135430 -3.854427 3.597452 -0.1 0.0 0.0
C 4.264805 -3.498962 4.778167 0.0 0.0 0.0
C 3.736664 -2.078545 4.545449 0.0 0.0 0.1
H -1.582607 -4.446647 4.192471 0.0 0.0 0.0
H -0.471797 -3.980499 2.895303 0.0 0.0 0.0
H -2.210750 -3.823031 2.666787 0.0 0.0 0.0
H -0.597637 -2.197988 4.720171 0.0 0.0 0.0
H -2.313192 -2.067335 4.447135 0.0 0.0 0.0
H -3.199357 -1.104147 2.653936 0.0 0.0 0.0
H 1.600166 1.275074 0.412502 0.0 0.0 0.0
H 1.174175 -2.386841 3.675784 0.0 0.0 0.0
H 5.388003 -0.647714 2.698800 0.0 0.0 0.0
H 4.934359 -1.823548 1.464798 0.0 0.0 0.0
H 6.411673 -2.285376 4.089254 0.0 0.0 0.0
H 6.720937 -2.981963 2.492850 0.0 0.0 0.0
H 5.725737 -4.658317 3.807911 0.0 0.0 0.0
H 4.520058 -4.106890 2.820975 0.0 0.0 0.0
H 4.878630 -3.580205 5.673105 0.0 0.0 0.0
H 3.468643 -4.239918 4.815902 0.0 0.0 0.0
H 4.387572 -1.337798 5.026501 0.0 0.0 0.0
H 2.760046 -1.980829 5.007207 0.0 0.0 0.0
C 1.519897 4.257722 -4.562959 0.0 0.0 0.0
N 0.685590 3.165007 -4.090858 0.0 0.0 0.1
C 0.615318 1.899735 -4.619754 0.0 0.0 -0.1
C -0.303174 1.219168 -3.884012 -0.1 -0.1 0.0
N -0.789835 2.062191 -2.916196 0.2 0.0 0.2
C -0.172994 3.218862 -3.060310 -0.1 0.0 0.0
H 2.030876 3.936105 -5.466098 0.0 0.0 0.0
H 2.260441 4.524306 -3.811335 0.0 0.0 0.0
H 0.903886 5.122699 -4.799029 0.0 0.0 0.0
H 1.200395 1.610416 -5.473937 0.0 0.0 0.0
H -0.676890 0.214993 -3.976745 0.0 0.0 0.0
H -0.346703 4.097234 -2.462395 0.0 0.0 0.0
Cl -5.881109 5.304965 -6.034891 0.0 0.0 0.0
C -5.274183 3.814737 -5.374601 0.0 0.0 0.0
C -5.088325 2.728193 -6.217400 0.0 0.0 0.0
C -4.596710 1.545376 -5.692569 0.0 0.0 0.0
C -4.272149 1.459537 -4.342741 0.1 0.0 0.0
C -4.493385 2.547903 -3.514967 0.0 0.0 -0.1
C -4.995050 3.737197 -4.020007 0.0 0.0 0.0
C -3.680042 0.181018 -3.821852 0.1 -0.1 0.0
O -3.893193 -0.869458 -4.393016 0.0 0.0 -0.1
O -2.878861 0.222933 -2.779347 -0.6 0.2 -0.3
H -5.330474 2.815694 -7.267166 0.0 0.0 0.0
H -4.454352 0.675772 -6.319540 0.0 0.0 0.0
H -4.275785 2.424065 -2.465827 -0.2 0.3 0.2
H -5.178799 4.585866 -3.376355 0.0 0.0 0.0

Entry 2:
64
Properties=species:S:1:pos:R:3:forces:R:3 method="wB97M-V/def2-TZVPD" lumo_energy_ev=0.25 homo_lumo_gap_ev=8.3 homo_energy_ev=-8.08
C -5.142255 4.618516 6.247300 -0.1 -0.3 0.1
C -4.210149 3.512014 5.770043 0.5 1.0 -0.8
O -3.214668 3.845859 5.135110 -0.4 -0.3 0.2
C -4.556196 2.090728 5.963113 -0.5 -0.4 0.8
C -5.188388 1.701713 7.160891 -0.1 -0.6 -0.5
C -5.577554 0.378110 7.370929 0.1 0.3 0.2
C -5.367364 -0.573546 6.376557 0.2 0.6 -0.4
C -4.750788 -0.199649 5.182136 -0.3 -0.3 0.4
C -4.307918 1.116102 4.968167 0.4 0.0 -0.7
N -3.689408 1.503792 3.773455 -0.1 0.8 0.9
C -3.355276 0.720125 2.668154 0.1 -0.5 -0.5
C -2.689370 -0.503248 2.795086 0.0 -0.2 -0.3
C -2.372819 -1.260603 1.664945 -0.3 0.6 0.0
C -2.706358 -0.787040 0.393327 -0.1 0.2 -0.2
C -3.352042 0.452613 0.231475 0.2 -0.3 1.2
C -3.683722 0.972698 -1.161330 0.1 -0.3 0.9
F -4.718199 1.856472 -1.127133 0.8 -0.5 -0.3
F -4.035755 -0.054587 -1.982558 0.3 0.9 0.2
F -2.590168 1.591739 -1.678194 -0.9 -0.2 -0.2
C -3.654904 1.200156 1.389369 0.0 -0.3 -0.8
H -6.177568 4.369728 5.999929 0.1 0.0 0.2
H -4.885298 5.564830 5.762424 0.2 -0.3 0.1
H -5.052949 4.744962 7.329055 -0.1 0.0 0.0
H -5.380026 2.426250 7.947772 0.1 0.0 -0.2
H -6.056544 0.092828 8.303152 0.1 0.1 -0.1
H -5.692677 -1.599574 6.524896 0.1 0.2 -0.1
H -4.640584 -0.953529 4.413299 0.1 0.2 0.0
H -3.389955 2.485561 3.750388 -0.2 -0.7 0.1
H -2.405099 -0.858628 3.780050 -0.1 0.1 -0.1
H -1.862108 -2.213071 1.775273 -0.1 0.2 0.0
H -2.451000 -1.384805 -0.477402 -0.1 0.1 0.1
H -4.149731 2.162548 1.302029 0.0 -0.1 0.0
C 5.946572 -3.539976 -5.849070 0.0 0.4 0.1
N 5.835030 -2.179810 -6.379999 0.3 -1.5 0.1
C 5.091182 -1.170958 -5.910481 0.2 1.6 0.2
O 5.140958 -0.092235 -6.485582 -0.5 0.0 0.2
C 4.261409 -1.351708 -4.617844 -0.1 -0.1 0.5
C 3.306028 -0.182784 -4.298413 -0.1 0.2 -0.2
C 2.437016 -0.410404 -3.071442 0.0 -0.3 0.2
C 2.907416 -0.049050 -1.793733 -1.0 -0.5 0.0
C 2.119503 -0.290618 -0.655003 -0.3 -0.2 -0.9
C 0.854538 -0.887404 -0.788843 0.5 0.1 -0.7
C 0.376303 -1.240495 -2.062968 0.9 0.4 0.1
C 1.165970 -1.002173 -3.202396 0.3 0.2 1.1
N 5.069549 -1.694160 -3.433060 -1.2 -0.6 -1.5
C 6.182485 -1.130470 -2.958506 1.5 0.7 0.9
C 6.859727 0.024156 -3.670809 -0.4 -0.1 0.0
O 6.670404 -1.556032 -1.923835 0.0 -0.2 0.3
H 4.957998 -3.988619 -5.739077 0.1 -0.1 0.0
H 6.449796 -3.530156 -4.879755 -0.1 -0.1 0.0
H 6.533597 -4.153942 -6.534664 -0.1 0.2 0.0
H 6.378775 -1.949344 -7.198461 -0.1 0.1 0.1
H 3.619201 -2.210119 -4.811943 0.0 -0.3 0.1
H 3.879870 0.732654 -4.155913 0.1 0.0 -0.1
H 2.655612 -0.021408 -5.159403 0.1 0.1 -0.1
H 3.879289 0.411320 -1.683602 0.1 0.0 0.0
H 2.485154 -0.010520 0.322667 0.0 0.0 0.0
H 0.248848 -1.064458 0.087972 -0.1 0.0 0.0
H -0.599713 -1.690162 -2.170755 -0.1 0.0 0.0
H 0.791440 -1.269450 -4.180066 0.0 0.0 -0.1
H 4.709118 -2.425610 -2.841412 0.0 0.0 0.1
H 7.622463 0.440435 -3.014707 -0.1 -0.2 0.0
H 7.334615 -0.335326 -4.580737 0.0 0.1 -0.2
H 6.136687 0.799763 -3.909865 0.0 0.1 -0.3

Entry 3:
62
Properties=species:S:1:pos:R:3:forces:R:3 method="wB97M-V/def2-TZVPD" lumo_energy_ev="-12.46 / -15.42" spin_multiplicity=4 homo_lumo_gap_ev="8.0 / 5.1" homo_energy_ev="-20.44 / -20.51" charge=+4
N -0.734798 2.637012 -0.184704 0.8 1.0 -0.3
C -0.185230 3.644990 -0.361515 -0.9 -1.2 0.3
C 0.411793 4.945487 -0.540451 0.3 0.6 -0.1
H -0.380883 5.678853 -0.749136 0.2 -0.2 0.0
H 1.119415 4.927550 -1.381036 -0.2 0.1 0.3
H 0.938966 5.242760 0.377540 -0.1 -0.1 -0.3
N 2.259696 -1.003268 -0.849625 1.0 -1.7 -0.4
C 3.161440 -1.733234 -0.934952 -1.3 1.5 0.4
C 4.302178 -2.586819 -1.004430 0.6 -0.4 -0.2
H 5.004941 -2.194391 -1.750054 -0.1 -0.1 0.2
H 3.988078 -3.595234 -1.305406 0.1 0.2 0.1
H 4.787350 -2.631362 -0.022261 0.0 0.0 -0.2
N -2.615016 -0.690241 -0.133457 -0.6 -1.0 -0.3
C -3.458794 -1.465269 -0.323331 0.8 1.2 0.4
C -4.580893 -2.356108 -0.498973 -0.4 -0.4 -0.1
H -4.516154 -3.179962 0.225075 0.0 0.2 -0.2
H -4.584229 -2.763902 -1.518821 -0.1 0.1 0.3
H -5.512963 -1.798196 -0.326651 0.2 -0.2 -0.1
Mn 0.363443 -0.561849 -1.276371 0.3 3.5 2.1
C -0.118667 -2.008575 -0.247503 -1.0 -3.0 6.0
O -0.333925 -2.572069 0.756554 0.9 1.9 -4.8
C 0.945507 0.724007 0.960322 2.3 1.8 1.4
O 1.598350 1.354047 1.675739 -2.1 -2.1 -2.3
C 0.502696 1.252678 -3.016328 0.7 -0.4 -0.1
C -0.888644 1.323995 -2.960015 -0.1 0.6 0.0
C -1.641127 0.168010 -2.875329 0.0 -0.8 0.6
C -0.990150 -1.084151 -2.730606 0.0 -0.9 -2.4
C 0.388086 -1.198427 -3.157232 -0.4 0.1 -0.5
C 1.152430 0.008884 -3.174891 -0.2 -0.5 -1.0
H 1.091674 2.168745 -3.082218 -0.1 -0.3 0.2
H -1.385053 2.296994 -3.019932 0.2 -0.4 0.1
H -2.730778 0.207729 -2.931148 0.3 0.0 0.5
H -1.581227 -1.989272 -2.557985 0.2 0.4 -0.4
H 0.836204 -2.162919 -3.389733 -0.1 0.2 0.1
H 2.230132 -0.025274 -3.347606 -0.4 0.1 -0.1
C -3.414289 1.154009 2.110924 -0.1 0.1 -0.3
P -1.584954 0.973682 2.161095 -1.1 -0.1 2.1
C -1.206587 2.606991 2.929602 0.9 -1.3 0.4
C -1.774324 3.727308 2.296153 -0.6 2.2 -0.5
C -1.403383 5.017840 2.655035 -0.6 -0.5 -0.7
C -0.477875 5.212740 3.683755 -0.5 1.2 -0.7
C 0.055138 4.109945 4.353421 0.5 -2.3 0.7
C -0.315803 2.808536 3.994112 0.5 0.8 0.7
C -1.344569 -0.217673 3.543419 0.0 0.8 -0.9
C -0.060983 -0.435697 4.085338 1.2 -0.9 1.1
C 0.146974 -1.420017 5.056363 0.8 1.4 -1.0
C -0.912391 -2.230358 5.471167 0.1 -0.4 0.3
C -2.179749 -2.049855 4.910476 -1.3 0.7 -1.0
C -2.398748 -1.052857 3.956487 -0.6 -1.3 0.7
H -3.655510 1.899194 1.344608 -0.1 -0.2 0.2
H -3.768622 1.482397 3.098436 0.0 -0.1 -0.4
H -3.882065 0.214479 1.801784 0.2 0.3 0.1
H -2.508489 3.592825 1.502356 0.2 0.1 0.3
H -1.835378 5.862796 2.117762 0.1 -0.2 0.3
H -0.180015 6.224725 3.957277 -0.1 -0.2 0.0
H 0.781764 4.256922 5.153943 -0.2 0.0 -0.2
H 0.071070 1.965074 4.563039 0.0 0.4 -0.2
H 0.789138 0.171040 3.760213 -0.3 -0.3 0.1
H 1.143199 -1.558004 5.479484 -0.3 0.0 -0.1
H -0.748148 -3.010182 6.213922 0.0 0.1 -0.1
H -3.009469 -2.693178 5.208522 0.2 0.2 0.0
H -3.397780 -0.922001 3.541377 0.3 -0.1 0.2